No. 1
Below is a single C9H18O molecule, with properties calculated with ωB97M-V/def2-TZVPD.

Structure (XYZ):
```
28
C9H18O ωB97M-V/def2-TZVPD
C 1.82 -1.85 0.17
C 1.35 -0.67 -0.64
C 1.76 0.63 0.13
C 0.61 1.47 0.61
O 0.17 2.28 -0.41
C -0.48 0.57 1.13
C -1.11 -0.36 0.00
C -2.33 0.38 -0.61
C -1.65 -1.57 0.66
C -0.08 -0.74 -1.13
H 1.46 -1.86 1.19
H 1.37 -2.75 -0.32
H 2.90 -1.94 0.16
H 2.06 -0.65 -1.56
H 2.22 0.16 1.05
H 2.58 1.24 -0.40
H 0.87 2.06 1.50
H 0.89 2.82 -0.67
H -0.03 -0.04 1.96
H -1.21 1.26 1.58
H -3.04 0.59 0.14
H -2.01 1.31 -0.99
H -2.75 -0.19 -1.44
H -0.91 -2.13 1.22
H -2.26 -1.24 1.50
H -2.17 -2.24 -0.09
H -0.33 -0.08 -2.03
H -0.35 -1.72 -1.47
```

HOMO, eV: -9.8275
SMILES: C[C@@H]1C[C@@H](O)CC(C)(C)C1
Calculated total energy, hartree: -428.9328
Energy relative to the best compared isomer or geometry (same formula, charge and spin), kJ/mol: 69.5


No. 2
Below is a gas-phase ion, C3H3N2S (charge -1), with properties calculated with ωB97M-V/def2-TZVPD.

Structure (XYZ):
```
9
C3H3N2S ωB97M-V/def2-TZVPD
C 1.52 -0.10 -0.11
C 0.80 1.02 -0.07
C -0.60 -1.29 -0.11
N -0.61 1.01 -0.03
N -1.23 -0.14 -0.04
S -3.02 -0.12 0.00
H 2.57 -0.15 0.01
H 1.22 1.99 -0.14
H -0.65 -2.22 0.49
```

HOMO, eV: -3.3715
Charge: -1
Calculated total energy, hartree: -623.6265
Energy relative to the best compared isomer or geometry (same formula, charge and spin), kJ/mol: 610.2


No. 3
Below is a molecular structure, C41H49N8O3PSY, with properties calculated with ωB97M-V/def2-TZVPD.

Structure (XYZ):
```
104
C41H49N8O3PSY ωB97M-V/def2-TZVPD
Y -0.23 0.09 0.35
C -1.29 -0.32 -4.87
O -2.13 -1.16 -4.10
C -3.02 -0.42 -3.34
C -4.31 -0.23 -3.80
C -5.21 0.56 -3.10
C -4.79 1.20 -1.96
C -3.49 1.02 -1.45
C -3.09 1.85 -0.33
N -1.94 1.81 0.23
N -1.74 2.79 1.20
C -0.49 2.81 1.56
O 0.45 2.08 1.06
C -0.12 3.71 2.69
C 1.20 3.71 3.15
C 1.57 4.53 4.21
C 0.63 5.35 4.81
C -0.69 5.34 4.37
C -1.06 4.52 3.31
C -2.58 0.14 -2.10
O -1.40 -0.14 -1.65
H -0.50 -0.95 -5.29
H -1.86 0.13 -5.69
H -0.86 0.48 -4.27
H -4.58 -0.71 -4.73
H -6.22 0.70 -3.47
H -5.45 1.87 -1.42
H -3.80 2.60 0.02
H 1.91 3.06 2.67
H 2.59 4.52 4.56
H 0.91 5.98 5.64
H -1.43 5.96 4.85
H -2.08 4.49 2.96
C 3.48 -1.90 -3.53
C 3.10 -0.47 -3.64
N 3.71 0.45 -4.32
N 3.01 1.58 -4.07
C 1.97 1.40 -3.21
S 0.88 2.50 -2.62
N 2.03 0.06 -2.96
N 1.22 -0.59 -2.04
H 4.38 -2.07 -4.13
H 2.68 -2.54 -3.89
H 3.70 -2.17 -2.50
H 3.27 2.46 -4.47
H 1.59 -1.53 -1.91
H 0.25 -0.60 -2.38
C -0.88 -5.53 1.27
C -1.50 -4.15 1.05
C -1.74 -3.47 2.39
P -0.59 -3.05 -0.15
C -1.19 -3.68 -1.81
C -1.63 -5.14 -1.93
C -0.21 -3.37 -2.95
C 1.17 -3.47 -0.02
C 1.68 -4.69 -0.46
C 3.01 -5.06 -0.34
C 3.51 -6.39 -0.82
C 3.86 -4.14 0.28
C 3.41 -2.92 0.72
C 2.05 -2.51 0.57
N 1.65 -1.26 0.93
C 2.50 -0.55 1.81
C 3.32 0.49 1.34
C 3.42 0.77 -0.13
C 4.03 1.26 2.24
C 3.97 1.04 3.61
C 4.72 1.91 4.57
C 3.19 -0.02 4.06
C 2.46 -0.81 3.19
C 1.63 -1.94 3.72
H -1.50 -6.10 1.97
H 0.11 -5.43 1.71
H -0.78 -6.11 0.35
H -2.48 -4.27 0.56
H -0.80 -3.26 2.90
H -2.33 -4.13 3.03
H -2.26 -2.52 2.30
H -2.07 -3.05 -1.98
H -0.77 -5.83 -1.91
H -2.13 -5.28 -2.89
H -2.32 -5.46 -1.15
H 0.80 -3.70 -2.72
H -0.21 -2.32 -3.19
H -0.53 -3.90 -3.86
H 0.99 -5.40 -0.92
H 2.74 -6.92 -1.38
H 3.80 -7.04 0.02
H 4.38 -6.30 -1.47
H 4.91 -4.38 0.41
H 4.11 -2.23 1.18
H 3.54 -0.15 -0.70
H 4.27 1.42 -0.33
H 2.53 1.29 -0.51
H 4.65 2.08 1.86
H 5.02 2.85 4.11
H 5.64 1.42 4.93
H 4.11 2.14 5.45
H 3.12 -0.21 5.12
H 1.71 -2.00 4.80
H 1.94 -2.90 3.30
H 0.58 -1.79 3.47
N -1.62 -0.19 3.60
C -1.17 -0.12 2.53
```

HOMO, eV: -4.6540
Charge: -1
Calculated total energy, hartree: -3033.6308
Energy relative to the best compared isomer or geometry (same formula, charge and spin), kJ/mol: 1.2


No. 4
Below is a single CH2BrN3 molecule, with properties calculated with ωB97M-V/def2-TZVPD.

Structure (XYZ):
```
7
CH2BrN3 ωB97M-V/def2-TZVPD
C 0.89 -0.03 0.84
N -0.11 1.52 0.03
N -0.21 -0.60 0.07
N -0.81 0.54 -0.20
Br 2.48 -0.31 -0.10
H -0.39 -1.53 -0.23
H -1.86 0.40 -0.41
```

HOMO, eV: -8.3431
Calculated total energy, hartree: -2777.3544
Energy relative to the best compared isomer or geometry (same formula, charge and spin), kJ/mol: 627.1


No. 5
Below is 2 unconnected molecules or ions with the total composition C5H11O2, with properties calculated with ωB97M-V/def2-TZVPD.

Structure (XYZ):
```
18
C5H11O2 ωB97M-V/def2-TZVPD
C 1.74 1.70 1.49
C 2.60 0.70 0.71
H 0.88 2.00 0.89
H 1.28 1.20 2.33
H 2.32 2.60 1.69
H 3.66 0.72 0.93
H 2.41 0.75 -0.37
H 2.18 -0.31 0.81
C -1.91 -1.40 -1.32
C -2.36 -0.99 0.11
C -0.79 -0.37 -1.69
O -1.08 0.78 -2.10
O 0.38 -0.84 -1.53
H -1.36 -2.33 -1.27
H -2.70 -1.47 -2.06
H -1.45 -0.90 0.72
H -2.91 -1.78 0.64
H -2.91 -0.07 0.00
```

HOMO, eV: -3.8420
Charge: -1
Calculated total energy, hartree: -347.6298
Energy relative to the best compared isomer or geometry (same formula, charge and spin), kJ/mol: 52.2


No. 6
Below is 2 unconnected molecules or ions with the total composition C14H20ClN5O3, with properties calculated with ωB97M-V/def2-TZVPD.

Structure (XYZ):
```
43
C14H20ClN5O3 ωB97M-V/def2-TZVPD
C -0.88 4.61 2.38
N -0.24 3.46 1.75
C -0.24 2.21 2.24
O -0.80 1.92 3.29
C 0.46 1.09 1.44
N 0.25 1.10 -0.03
C 0.64 2.02 -0.90
C 0.33 1.73 -2.35
O 1.23 3.05 -0.59
C 1.96 1.00 1.78
C 2.23 0.75 3.27
O 2.54 -0.08 1.10
H -1.71 4.95 1.76
H -0.16 5.42 2.50
H -1.27 4.35 3.37
H 0.27 3.61 0.89
H 0.02 0.17 1.81
H -0.18 0.27 -0.41
H -0.75 1.69 -2.48
H 0.77 0.77 -2.63
H 0.75 2.52 -2.97
H 2.45 1.92 1.48
H 1.70 -0.14 3.60
H 3.30 0.61 3.43
H 1.90 1.61 3.85
H 3.49 0.03 1.14
N -0.14 -3.68 -4.33
C -1.07 -3.46 -3.36
N -2.32 -3.70 -3.63
N -2.98 -3.41 -2.46
C -2.12 -2.98 -1.45
C -2.31 -2.60 -0.12
C -1.20 -2.24 0.65
C 0.08 -2.27 0.08
C 0.26 -2.65 -1.26
Cl 1.87 -2.67 -1.96
C -0.86 -3.01 -2.01
H -0.45 -4.21 -5.13
H 0.84 -3.71 -4.04
H -3.99 -3.50 -2.34
H -3.31 -2.59 0.31
H -1.33 -1.95 1.69
H 0.95 -2.02 0.67
```

HOMO, eV: -7.8668
SMILES: CNC(=O)[C@@H](NC(C)=O)[C@@H](C)O.Nc1n[nH]c2cccc(Cl)c12
Calculated total energy, hartree: -1505.2198
Energy relative to the best compared isomer or geometry (same formula, charge and spin), kJ/mol: 0.0